Molecular formula: CHCl2OPS
Method: DFT, ωB97M-V with the def2-TZVPD basis set

Each atom is followed by the atoms it is bonded to, with distances in Å.
Element x y z (Å)
1 Cl 1.40 0.44 -1.85  P4 2.030
2 Cl 1.05 1.61 1.05  P4 1.953
3 S -1.79 -1.62 0.18  C6 1.605
4 P 0.75 -0.02 0.01  Cl1 2.030, Cl2 1.953, O5 1.431, C6 1.959
5 O 1.41 -1.17 0.55  P4 1.431
6 C -1.20 -0.14 0.03  S3 1.605, P4 1.959, H7 1.121
7 H -1.62 0.90 0.04  C6 1.121

Computed properties:
**Relative energy (zero: lowest compared OMol25 entry of this formula, charge and spin)**: 8.0 kcal per mole
**2S+1**: 1
**Maximum force**: 2.583 eV Å⁻¹